Record 1
Formula: C40H46BrN6O3RuSTe
Source: OMol25
Level of theory: ωB97M-V/def2-TZVPD

Each line ends with the Mulliken spin population.
Atoms and positions in Å:
C: 5.461 2.311 -1.059  0.020
C: -4.310 -5.990 5.296  0.006
H: -1.070 2.153 3.180  0.001
H: 5.648 7.410 -1.593  0.000
H: -4.631 2.100 -1.588  0.000
H: -5.893 -3.702 3.395  0.000
N: -3.026 -0.093 0.009  -0.008
C: 0.330 2.475 -1.362  0.029
H: 6.855 5.946 2.210  0.001
H: -2.818 -3.752 5.410  -0.001
H: -0.405 -4.174 -2.792  -0.006
C: -3.798 -4.423 -4.506  0.000
C: 4.090 0.886 -2.556  -0.002
H: 3.628 -1.007 -4.655  0.003
H: -0.156 2.022 -0.530  -0.013
C: -2.646 -4.883 -5.160  0.000
C: -2.381 -3.001 -1.363  -0.049
H: -0.168 0.742 2.577  -0.006
N: 0.798 -1.446 0.794  1.027
H: -0.331 2.324 -2.234  0.006
H: -0.500 -5.154 -4.988  0.000
C: -2.428 -3.714 -2.656  0.015
C: -1.327 -4.205 -3.302  0.003
H: 0.839 0.345 -2.914  0.003
H: -3.815 -4.272 -0.513  -0.002
H: 5.577 2.383 0.011  -0.007
C: 2.873 2.367 -1.203  0.030
H: 3.228 -1.731 -0.061  -0.005
H: -2.865 -5.313 -6.115  0.000
O: -4.805 -3.505 -2.514  0.000
Br: -1.311 -2.303 3.346  0.032
H: 3.897 6.437 -2.731  0.003
N: -0.951 1.447 2.482  0.001
H: -6.144 0.843 0.738  0.000
C: 3.189 -0.888 0.650  0.017
C: -5.412 -6.807 5.426  -0.002
H: -5.327 -7.674 6.090  0.000
H: 8.239 7.214 -0.582  0.004
C: -5.668 -4.647 3.877  0.005
H: 5.855 3.269 -1.474  0.001
Te: 2.683 3.647 0.356  0.872
C: 4.114 1.910 -1.619  -0.001
N: -1.993 -0.035 0.972  0.117
N: -2.618 -3.478 0.919  -0.087
C: 6.344 6.793 0.282  0.034
C: 4.432 5.836 -0.784  -0.050
C: -4.461 -4.861 4.474  0.000
H: 7.291 8.599 -0.148  0.002
C: 2.975 -0.993 -3.799  -0.003
H: 3.752 4.511 3.191  0.005
H: 8.070 7.610 1.144  0.000
H: 5.567 4.509 3.530  0.002
C: 5.063 5.110 1.471  -0.017
C: -6.626 -6.599 4.851  0.005
H: -6.106 2.561 0.482  0.000
H: -7.006 1.612 -0.492  0.000
H: -5.537 -3.383 -3.138  0.000
C: 1.848 -0.690 1.333  -0.037
H: -5.101 0.376 -1.408  0.000
H: 3.429 0.024 0.076  0.007
C: -2.889 -3.417 3.286  -0.009
C: 7.572 7.599 0.175  -0.001
H: -3.113 -2.252 -1.334  0.017
C: -1.988 1.092 1.668  0.001
C: -4.877 1.275 -0.869  0.000
C: 1.708 0.807 -2.574  0.001
O: 1.650 -0.040 2.354  0.173
H: -7.715 -5.176 3.617  0.000
C: 1.674 1.883 -1.738  -0.045
H: -3.387 -6.176 5.846  0.000
H: 0.387 3.568 -1.249  0.007
C: 6.158 5.952 1.376  -0.004
H: -7.315 -7.402 5.054  0.000
C: -3.687 0.981 -0.030  0.001
C: -3.221 -3.810 1.977  0.046
H: 6.253 1.684 -1.453  0.001
H: 2.545 5.887 -1.713  -0.011
S: -3.174 2.181 1.150  0.009
C: -3.279 -3.947 4.441  0.018
H: 4.872 3.269 2.631  0.000
C: -3.690 -3.874 -3.255  -0.002
C: 4.775 4.346 2.753  0.016
H: 3.342 -1.768 -3.152  0.005
H: -4.031 -4.600 1.845  0.001
H: -4.748 -4.508 -4.951  0.000
C: 3.597 5.679 -2.016  0.068
H: 3.602 4.686 -2.464  -0.005
Ru: -0.865 -2.166 0.849  2.464
C: -6.763 -5.478 4.022  -0.002
C: 5.515 6.717 -0.783  -0.009
O: -1.114 -2.450 -0.998  0.250
C: -6.055 1.599 -0.005  0.000
C: 2.927 0.288 -3.017  0.048
H: 5.045 0.475 -2.920  0.002
C: -1.389 -4.743 -4.549  -0.001
H: 2.045 -1.266 -4.236  -0.001
C: 4.240 5.010 0.326  -0.004
H: 3.841 -1.033 1.524  0.001
N: -2.887 -3.918 -0.321  0.014

Values from the calculation:
Orbital gap (spin up / spin down) = 7.96 / 4.96 eV
Maximum force = 4.0 eV/A
Multiplicity = 6
Energy above the lowest of the compared OMol25 structures with the same formula, charge and spin = 0.895 eV
Charge = +2
E_tot = -5440.4956 hartree
<S²> = 8.79
Highest occupied orbital energy (spin up / spin down) = -12.62 / -12.62 eV

Record 2
Formula: C40H46N3O3
Source: OMol25
Level of theory: ωB97M-V/def2-TZVPD

Each line ends with the Mulliken charge.
Atoms and positions in Å:
C: 0.395 1.311 -3.023  -1.266
H: -1.756 -2.362 -4.599  0.625
H: -2.534 0.585 -1.028  0.439
H: 0.386 -0.611 -2.069  -0.310
N: -4.061 -0.504 -1.998  0.326
C: -4.849 -0.957 3.064  -0.322
H: 5.013 3.972 2.110  0.351
H: -1.138 0.701 6.135  0.403
H: -1.481 2.110 -5.758  0.388
C: -0.156 2.095 -4.047  -0.742
H: -2.807 -3.117 -2.502  0.221
N: 4.786 1.443 0.329  0.148
H: 3.486 -3.069 -1.727  0.375
C: -1.302 -1.001 4.809  -0.546
H: 1.096 1.742 -2.306  1.093
H: 2.065 -1.346 -1.785  -0.842
C: -0.766 0.227 5.227  -0.538
N: -2.119 -1.490 -1.368  0.637
C: -3.644 -1.243 -3.094  0.346
C: 5.504 -0.807 -0.064  -0.978
H: 0.397 3.625 -0.757  0.182
H: -7.630 -3.678 3.278  0.386
C: 3.078 -0.211 -0.265  0.467
C: 4.357 0.173 0.107  0.119
H: -4.303 1.572 -2.152  0.366
H: 2.182 0.247 0.128  0.646
C: 5.002 3.702 1.054  -0.631
C: 2.829 2.905 0.042  -0.111
H: 7.121 3.260 1.363  0.293
H: -4.924 -2.091 -0.199  0.269
C: -5.484 -1.208 4.281  -0.689
H: -6.964 -2.397 5.324  0.375
C: -6.209 -2.691 2.011  -0.518
C: -3.042 -0.402 -0.963  -0.498
C: 0.680 0.246 3.275  -0.272
C: -6.840 -2.929 3.224  -0.546
H: -5.450 0.605 -3.121  0.381
C: -5.202 -1.706 1.916  0.769
H: -6.474 -3.242 1.104  0.376
H: 6.522 1.560 -0.850  0.369
C: 4.073 -2.152 -1.622  -0.925
C: -6.473 -2.201 4.369  -0.465
C: -1.015 -1.772 -0.655  -1.925
H: 1.108 -2.032 1.136  0.437
C: -0.830 -0.627 -3.830  -0.007
C: -3.582 -0.588 0.422  -0.833
H: 0.391 4.978 0.413  0.290
H: -3.068 -0.078 1.241  0.216
H: -5.212 -0.621 5.160  0.424
C: -1.310 -2.039 -3.653  -1.179
H: 5.932 -2.816 -0.704  0.472
C: -2.453 -2.083 -2.656  0.158
O: 1.948 3.710 0.665  -0.336
O: -4.130 -1.188 -4.219  -0.643
C: 0.247 0.834 4.467  -0.493
H: 3.333 -0.289 -2.359  0.270
H: 4.668 4.569 0.470  0.337
H: 6.202 -0.463 -0.850  0.382
H: 1.443 0.737 2.659  0.360
H: 4.673 -2.057 -2.536  0.277
C: 3.060 -0.984 -1.532  0.021
H: -2.050 -0.320 -5.574  0.425
H: 4.606 -2.726 0.411  0.379
C: -0.667 -0.991 0.441  1.369
H: -5.626 0.701 -1.320  0.271
H: 1.550 4.975 -0.948  0.319
C: -4.920 0.654 -2.163  -1.025
H: -0.457 -2.690 -0.888  0.404
O: 2.694 2.553 -1.130  -0.644
H: -0.505 -2.716 -3.336  0.456
C: 0.276 -1.355 1.389  -0.612
C: -4.572 -1.475 0.636  -0.002
C: 5.052 -2.220 -0.451  -1.112
H: 0.106 3.155 -4.114  0.482
H: 6.088 -0.832 0.869  0.459
C: 1.012 4.354 -0.222  -0.634
C: 0.087 -0.947 2.793  -0.231
H: 6.796 1.090 0.847  0.300
C: 4.007 2.515 0.906  0.810
H: -4.084 -0.181 2.987  0.419
C: 6.187 1.733 0.188  -0.719
H: -2.094 -1.466 5.403  0.450
H: -1.254 -2.583 3.343  0.392
H: 0.683 1.778 4.796  0.438
C: -0.841 -1.616 3.646  -0.283
C: -1.357 0.150 -4.872  -0.560
H: 6.724 3.752 -0.283  0.268
H: 3.589 2.202 1.878  0.092
H: -1.161 -0.028 0.583  0.870
C: -1.029 1.504 -4.967  -0.889
C: 6.360 3.199 0.583  -0.697
C: 0.029 -0.027 -2.921  1.417

Values from the calculation:
Orbital gap = 4.60 eV
Maximum force = 3.0 eV/A
Energy above the lowest of the compared OMol25 structures with the same formula, charge and spin = 1.929 eV
Charge = +1
E_tot = -1941.4882 hartree
Highest occupied orbital energy = -9.07 eV